# 1
C39H58BBaF4N4O7PS2 | ωB97M-V/def2-TZVPD

Structure (XYZ):
```
117
Properties=species:S:1:pos:R:3:lowdin_charge:R:1
Ba -1.516 -1.506 0.310 1.81
S 3.409 1.982 -3.938 0.19
S 5.113 4.863 -4.670 0.13
P 3.444 3.942 -4.247 -0.21
F -3.641 3.463 -3.221 0.02
F -4.543 4.304 -5.104 0.15
F -5.545 2.593 -4.070 0.14
F -3.537 2.302 -5.215 0.09
O -1.792 -3.270 -2.179 -0.23
O -2.385 -0.378 -2.067 -0.30
O 0.896 -2.935 -1.477 -0.15
O 0.374 -0.198 -1.602 -0.21
O -1.457 1.360 0.706 -0.13
O 2.237 4.403 -5.275 -0.35
O 2.796 4.569 -2.864 -0.37
N -1.555 -1.668 4.140 0.11
N 0.142 -1.074 2.618 0.07
N -3.158 2.505 -0.375 0.21
N 0.369 -0.670 5.019 0.13
C 1.643 4.155 -2.180 -0.48
C -3.863 -0.292 1.104 -0.37
C -3.984 -2.158 5.511 -0.05
C 0.475 5.218 -2.255 0.00
C -2.769 -4.443 2.059 -0.22
C -0.390 0.886 -2.185 -0.18
C 3.985 0.512 1.949 -0.11
C 2.077 3.651 -0.789 -0.05
C 2.826 0.182 6.124 -0.08
C -2.622 1.787 0.638 -0.58
C -2.375 -2.675 3.551 -0.28
C 3.829 -0.863 2.371 -0.02
C -1.908 -3.417 2.417 -0.25
C 2.143 4.289 -6.753 -0.46
C 2.507 -1.346 2.583 -0.30
C -3.594 -2.926 4.250 -0.20
C -4.064 -4.657 2.637 -0.15
C 2.870 1.304 1.730 -0.08
C -3.651 1.212 1.552 -0.28
C 3.091 5.263 -7.436 -0.11
C 2.369 -2.796 2.797 -0.04
C 0.993 -1.626 5.908 -0.18
C 1.586 0.725 1.957 -0.02
C 1.360 -0.651 -2.515 -0.18
C -1.631 0.461 -2.955 -0.15
C 2.352 2.837 -7.161 -0.10
C 1.317 -3.777 6.916 -0.08
C 2.254 -1.161 6.347 -0.26
C 2.641 -3.370 7.259 -0.16
C -0.805 -4.263 -2.562 -0.15
C 3.095 -2.195 6.811 -0.10
C -4.466 -3.944 3.720 -0.09
C 1.502 -0.529 2.358 -0.31
C 0.585 -2.937 6.077 -0.04
C 0.590 -3.663 -2.634 -0.23
C -2.122 -2.392 -3.284 -0.16
C 1.878 -1.924 -1.811 -0.15
C -0.276 -1.210 3.851 -0.35
C -3.134 -1.374 -2.748 -0.16
B -4.361 3.141 -4.451 -1.33
H 2.154 4.542 -0.154 0.08
H 2.168 0.052 -2.620 0.04
H 2.303 -1.698 -0.843 0.12
H 1.021 -0.031 4.591 0.08
H -2.675 2.796 -1.222 0.09
H -1.810 -1.319 5.033 0.10
H -3.805 -1.787 -2.033 0.12
H -2.487 -5.139 1.206 0.08
H -2.626 -2.986 -4.100 0.14
H -3.691 -0.838 -3.502 0.14
H -1.272 -0.030 -3.901 0.13
H 1.245 -4.501 -2.766 0.12
H -4.636 -0.238 0.279 0.00
H 0.536 6.015 -1.521 0.07
H 1.333 3.225 -2.750 0.07
H 2.917 6.388 -7.150 0.11
H 3.309 -3.235 2.671 0.02
H 0.715 -3.115 -3.578 0.12
H 1.958 2.682 -8.183 0.08
H -4.315 -0.825 2.000 -0.01
H 3.159 -4.235 7.848 0.13
H -3.298 1.227 2.610 0.10
H 1.887 -3.442 1.797 0.17
H -4.153 -1.037 5.272 0.13
H 0.956 -0.855 -3.509 0.12
H 0.577 5.674 -3.191 0.05
H -1.255 -1.908 -3.640 0.08
H -2.274 1.290 -3.347 0.13
H 1.043 -4.856 6.983 0.11
H 1.119 4.621 -6.989 0.13
H 4.113 4.953 -7.210 0.01
H -5.435 -4.125 4.259 0.11
H -0.703 1.621 -1.381 0.11
H 3.911 0.365 6.359 0.08
H 2.880 5.132 -8.509 0.07
H 1.888 -3.177 3.782 0.10
H -3.327 -2.209 6.168 -0.03
H 0.802 1.474 1.728 0.12
H -1.162 -4.624 -3.560 0.13
H 4.269 -1.660 7.363 0.20
H 5.068 0.914 1.691 0.13
H 3.337 2.270 1.263 0.13
H 3.458 2.628 -7.139 0.08
H 2.749 -2.301 -2.349 0.13
H -0.352 -3.215 5.908 0.06
H 1.403 2.999 -0.234 0.06
H -4.131 2.645 -0.313 0.09
H 2.779 0.334 4.933 0.10
H 2.237 1.117 6.577 0.13
H 4.726 -1.501 2.561 0.11
H 2.986 3.099 -0.843 0.05
H -4.814 -2.594 5.984 0.06
H 1.868 2.197 -6.403 0.05
H -4.631 -5.404 2.116 0.07
H -4.575 1.888 1.489 0.10
H 0.126 1.618 -2.808 0.11
H -0.395 4.621 -2.078 0.06
H -0.781 -5.125 -1.890 0.13
```

Properties
2S+1: 1
HOMO-LUMO gap in eV: 5.7
Charge: -2

# 2
C3H8ClO3SZn | ωB97M-V/def2-TZVPD

Structure (XYZ):
```
17
Properties=species:S:1:pos:R:3:nbo_charge:R:1
Zn 1.417 4.412 2.106 1.56
Cl 0.362 3.681 0.697 -0.56
S 0.866 0.699 0.092 2.27
O 0.347 0.653 1.488 -0.95
O 2.264 1.089 -0.173 -0.89
O 0.678 -0.842 -0.496 -0.71
C -0.396 1.587 -0.919 -0.82
C -0.290 -2.770 0.384 -0.64
C -0.631 -1.542 -0.379 -0.08
H -1.216 0.893 -1.104 0.26
H 0.400 -3.453 -0.112 0.23
H -1.188 -3.343 0.613 0.23
H 0.166 1.786 -1.831 0.26
H -0.713 2.504 -0.424 0.21
H -0.829 -1.840 -1.408 0.21
H -1.385 -0.916 0.099 0.20
H 0.148 -2.599 1.367 0.23
```

Properties
2S+1: 1
HOMO-LUMO gap in eV: 5.4
Charge: +1

# 3
C35H43FGdN7O3S3 | ωB97M-V/def2-TZVPD

Structure (XYZ):
```
93
Properties=species:S:1:pos:R:3:lowdin_spin:R:1
Gd 1.414 -2.127 0.729 6.80
S 0.502 -5.916 -1.601 -0.01
S 1.296 -6.984 -4.326 0.02
S -0.722 -3.574 -0.090 0.17
F -3.498 2.941 2.719 0.00
O 1.301 -1.518 -1.480 0.00
O -0.075 -0.257 1.002 -0.01
O 2.596 -0.365 -0.140 -0.01
N 0.243 -2.967 2.890 -0.01
N -3.541 5.187 0.915 0.00
N 0.001 -4.626 -3.729 0.03
N 2.841 -0.883 2.618 -0.01
N -5.457 6.933 0.524 0.00
N -0.142 2.861 -1.642 0.00
N -0.437 -3.815 -2.754 0.05
C 0.017 -3.136 -7.645 0.00
C 0.674 1.798 -1.819 0.00
C -3.023 6.514 0.599 0.00
C 5.107 -2.781 1.018 0.00
C -0.016 -4.121 -5.068 0.00
C 0.711 0.745 -0.970 0.00
C 0.611 -2.912 -5.328 0.00
C -0.129 0.700 0.183 0.00
C 0.995 -0.316 4.218 0.00
C -5.288 6.555 1.965 0.00
C -2.691 4.069 0.766 0.00
C 0.625 -2.419 -6.623 0.00
C -1.852 3.989 -0.336 0.00
C -0.615 -4.341 -7.370 0.00
C -4.128 7.325 -0.077 0.00
C 4.287 -3.113 -0.056 0.00
C -1.873 1.890 1.452 0.00
C 3.781 -5.048 3.766 0.00
C -0.244 -4.316 -1.577 0.00
C -0.637 -4.839 -6.076 0.00
C 3.284 -4.061 0.118 -0.01
C 0.478 -1.560 4.943 0.00
C -0.990 2.904 -0.550 0.00
C 0.603 -5.830 -3.344 0.00
C -4.501 5.246 2.032 0.00
C -0.113 3.943 -2.642 0.00
C -2.682 2.966 1.647 0.00
C 3.082 -4.642 1.375 0.00
C 1.643 -0.429 -0.971 -0.01
C 2.502 -0.353 3.967 0.00
C 0.800 -2.881 4.264 0.00
C -1.001 1.837 0.363 0.00
C 4.923 -3.388 2.250 0.00
C -1.246 3.842 -3.655 0.00
C 3.905 -4.323 2.452 0.00
H 1.128 -1.486 -6.838 0.00
H 2.871 -0.098 1.975 0.00
H 5.602 -3.165 3.067 0.00
H 2.824 -5.560 3.857 0.00
H 3.792 -1.227 2.639 0.00
H -2.669 7.020 1.504 0.00
H -3.982 8.391 0.082 0.00
H 2.981 -0.996 4.709 0.00
H -1.167 4.656 -4.377 0.00
H -5.824 6.124 0.021 0.00
H 2.930 0.643 4.096 0.00
H 0.410 -3.691 4.882 0.00
H -1.186 2.898 -4.198 0.00
H -4.182 7.131 -1.145 0.00
H 0.743 0.559 4.822 0.00
H -0.605 -1.481 5.081 0.00
H -6.132 7.687 0.418 0.00
H -4.025 5.193 3.012 0.00
H -2.176 6.468 -0.075 0.00
H 1.881 -3.017 4.193 0.00
H -2.227 3.891 -3.179 0.00
H 1.305 1.832 -2.698 0.00
H 0.107 -3.948 2.660 0.00
H 0.917 -1.595 5.944 0.00
H 0.845 3.878 -3.153 0.00
H 2.363 -5.448 1.478 0.00
H -0.705 -2.598 2.907 0.00
H 4.569 -5.801 3.843 0.00
H 0.035 -2.753 -8.658 0.00
H -0.116 4.898 -2.118 0.00
H -1.909 1.062 2.149 0.00
H 2.763 -4.463 -0.742 0.00
H 5.922 -2.083 0.873 0.00
H -1.089 -4.898 -8.167 0.00
H 3.902 -4.370 4.613 0.00
H 1.080 -2.374 -4.513 0.00
H -1.130 -5.775 -5.850 0.00
H -1.909 4.770 -1.079 0.00
H -6.264 6.435 2.428 0.00
H -4.778 7.381 2.452 0.00
H 0.486 -0.196 3.262 0.00
H -5.189 4.408 1.950 0.00
H 4.488 -2.708 -1.038 0.00
```

Properties
Energy above the lowest of the compared OMol25 structures with the same formula, charge and spin in kcal/mol: 13.0
Expectation value of S²: 16.074
2S+1: 8
HOMO-LUMO gap (alpha / beta) in eV: 5.8 / 4.8
Charge: +2

# 4
C6H11N2O2 | ωB97M-V/def2-TZVPD

Structure (XYZ):
```
21
Properties=species:S:1:pos:R:3:nbo_charge:R:1
O 2.560 1.043 -0.530 -0.47
O 1.298 -0.599 0.342 -0.54
N -0.927 -0.966 0.305 -0.56
N -1.434 1.631 -1.017 -0.81
C -3.386 -0.688 -0.589 -0.39
C 2.653 0.034 0.059 0.85
C -0.179 1.378 -0.151 -0.37
C 3.620 -0.708 0.848 -0.74
C -2.464 -1.346 0.050 -0.01
C 0.120 -0.078 0.123 0.74
H -1.842 2.407 -0.509 0.38
H -0.349 1.845 0.851 0.26
H -0.590 -1.815 0.774 0.41
H -3.109 0.035 -1.398 0.27
H -1.114 1.987 -1.912 0.38
H 3.437 -1.783 0.691 0.28
H 4.643 -0.375 0.618 0.28
H -2.572 -2.313 0.676 0.23
H -4.415 -1.142 -0.568 0.25
H 0.766 1.907 -0.556 0.27
H 3.285 -0.455 1.893 0.28
```

Properties
Energy above the lowest of the compared OMol25 structures with the same formula, charge and spin in kcal/mol: 84.6
2S+1: 1
HOMO-LUMO gap in eV: 9.4
Charge: +1
SMILES: C=C/[NH+]=C(\CN)OC(C)=O

# 5
C21H51F6MnN4O11S2 | ωB97M-V/def2-TZVPD

Structure (XYZ):
```
96
Properties=species:S:1:pos:R:3:lowdin_spin:R:1
Mn 0.554 -0.672 0.469 4.66
S -2.421 1.046 0.167 0.01
S 2.148 -3.806 0.483 0.01
F -3.178 0.888 2.677 0.00
F 4.560 -5.031 0.191 0.00
F 4.584 -2.903 -0.153 0.00
F -4.720 1.880 1.351 0.00
F -2.824 2.967 1.941 0.00
F 4.531 -3.595 1.863 0.00
O 1.615 -4.483 1.640 0.00
O 1.133 1.082 1.534 0.04
O 1.879 -2.350 0.434 0.04
O -0.836 6.659 -1.843 0.00
O -2.021 2.180 -0.710 0.00
O 3.119 -0.140 0.013 0.02
O -1.203 0.450 0.737 0.03
O -1.231 -4.263 2.418 0.00
O -3.313 0.094 -0.467 0.00
O 1.838 -4.505 -0.773 0.00
O -1.638 -0.641 -2.831 0.00
N 0.384 3.167 -1.798 0.00
N -0.038 -1.392 2.464 0.04
N 0.539 0.386 -1.401 0.04
N -1.014 -2.225 -0.209 0.04
C 3.057 0.412 -1.330 0.00
C 4.239 0.218 0.774 0.00
C 0.663 0.939 2.869 0.00
C -1.158 -2.692 -1.562 0.00
C 1.818 0.141 -3.571 0.00
C 0.613 4.595 -1.680 0.00
C 1.795 -0.152 -2.055 0.01
C -2.519 -4.137 2.992 0.00
C -2.329 0.156 -3.766 0.00
C -3.489 -4.416 1.888 0.00
C 1.461 2.449 1.261 0.01
C 0.603 -0.526 3.407 0.01
C -0.969 7.032 -0.425 0.00
C -1.720 -4.095 -1.254 0.00
C 1.880 4.841 -2.583 0.00
C 4.091 -3.881 0.620 0.00
C -3.403 1.765 1.705 0.01
C 1.880 -1.265 3.629 0.00
C -0.709 5.277 -2.082 0.00
C -2.099 -1.966 -2.512 0.00
C -2.835 -2.734 3.601 0.00
H 0.025 -2.345 2.794 0.00
H -3.338 0.317 -3.386 0.00
H 3.939 -0.028 -1.797 0.00
H 1.719 -2.221 4.128 0.00
H -1.471 4.753 -1.504 0.00
H 0.414 1.357 -1.651 0.00
H -0.316 1.413 2.943 0.00
H -1.289 8.063 -0.278 0.00
H -1.021 -1.299 2.674 0.00
H 1.341 1.468 3.538 0.00
H -3.312 -5.333 1.325 0.00
H -2.771 -1.944 2.853 0.00
H 1.996 2.572 0.320 0.00
H -0.950 -4.785 -0.908 0.00
H 0.316 3.003 -2.792 0.00
H 2.306 -0.682 -4.093 0.00
H -2.054 -2.480 4.319 0.00
H -0.592 3.012 -1.592 0.00
H 0.808 4.891 -0.649 0.00
H -4.472 -4.554 2.340 0.00
H -0.188 -2.819 -2.043 0.00
H -3.167 -2.000 -2.299 0.00
H 0.507 2.972 1.322 0.00
H -3.676 -3.542 1.264 0.00
H -1.138 -3.032 0.385 0.00
H -2.068 -4.656 -2.121 0.00
H 0.030 7.089 0.006 0.00
H 2.796 4.522 -2.085 0.00
H 2.427 -0.704 4.387 0.00
H 4.467 -0.440 1.612 0.00
H -2.856 -4.847 3.747 0.00
H -2.559 -3.886 -0.590 0.00
H -1.868 -1.703 -0.071 0.00
H 3.035 1.501 -1.361 0.00
H 2.075 2.900 2.041 0.00
H 1.680 -1.214 -1.840 0.00
H -1.036 5.058 -3.099 0.00
H -1.547 6.336 0.183 0.00
H -2.072 -2.533 -3.442 0.00
H -3.787 -2.496 4.077 0.00
H -0.156 0.009 -2.029 0.00
H 0.841 0.151 -4.054 0.00
H -1.817 1.033 -4.161 0.00
H 5.078 0.315 0.085 0.00
H 4.158 1.267 1.060 0.00
H 2.575 -1.350 2.794 0.00
H -2.413 -0.452 -4.668 0.00
H 1.895 4.183 -3.452 0.00
H 1.887 5.898 -2.847 0.00
H 2.217 1.111 -3.870 0.00
H 0.084 -0.604 4.362 0.00
```

Properties
Energy above the lowest of the compared OMol25 structures with the same formula, charge and spin in kcal/mol: 23.5
Expectation value of S²: 8.752
2S+1: 6
HOMO-LUMO gap (alpha / beta) in eV: 5.3 / 5.3
Charge: -1

# 6
C39H44CoN9O4S2 | ωB97M-V/def2-TZVPD

Structure (XYZ):
```
99
Properties=species:S:1:pos:R:3:lowdin_spin:R:1
Co -0.001 0.161 -0.192 2.71
S 1.784 -0.308 1.969 0.00
S -0.547 -3.191 -0.101 0.01
O 5.644 -7.576 0.887 0.00
O 2.971 -1.019 2.467 0.00
O -2.024 -0.361 -0.400 0.04
O 2.360 0.426 0.354 0.03
N 0.878 -1.127 -1.382 0.05
N 5.375 -3.943 -3.330 0.00
N 0.627 -1.212 1.442 0.04
N -1.188 1.509 0.965 0.03
N -0.121 -3.225 2.486 0.00
N 4.984 -2.774 -3.373 0.00
N 0.642 2.244 -0.663 0.03
N 1.867 -3.316 1.179 0.00
N -2.354 0.989 1.439 0.00
C -2.645 -4.527 4.023 0.00
C 4.308 -2.088 -2.296 0.00
C 1.638 2.531 -1.490 0.00
C -4.250 -1.886 0.194 0.00
C -1.691 3.751 1.854 0.00
C 5.038 -1.163 -1.568 0.00
C -5.385 -2.627 0.490 0.00
C 1.941 -6.645 0.579 0.00
C 5.521 -6.710 -0.159 0.00
C -0.897 2.745 1.084 0.00
C -2.584 -3.557 2.844 0.00
C 5.231 -6.137 -2.462 0.00
C 2.920 -2.184 -2.172 0.00
C 2.288 3.755 -1.480 0.00
C 5.643 -5.357 0.149 0.00
C 0.571 -2.683 1.323 0.00
C 5.299 -7.105 -1.472 0.00
C -5.870 -1.149 2.323 0.00
C 5.316 -8.928 0.646 0.00
C 1.893 4.699 -0.545 0.00
C -4.738 -0.408 2.027 0.00
C 2.092 -3.150 -2.878 0.00
C 1.365 -5.753 1.673 0.00
C 0.108 -2.281 -1.679 0.01
C -2.672 -0.022 0.632 0.01
C 1.962 -5.985 -0.792 0.00
C 3.003 -0.403 -0.524 0.00
C 4.379 -0.367 -0.634 0.00
C -6.197 -2.260 1.553 0.00
C -1.571 -5.611 4.033 0.00
C 0.786 -3.227 -2.618 0.00
C 0.868 4.395 0.335 0.00
C 2.236 -1.259 -1.350 0.00
C 5.323 -4.787 -2.163 0.00
C 5.533 -4.398 -0.838 0.00
C -1.401 -2.595 2.839 0.00
C 2.186 -4.494 1.980 0.00
C -3.923 -0.772 0.959 0.00
C 0.258 3.148 0.248 0.00
H -1.601 -1.780 2.147 0.00
H 2.129 -4.290 3.060 0.00
H -1.997 4.583 1.216 0.00
H 5.200 -8.148 -1.736 0.00
H -0.573 -5.194 4.154 0.00
H -1.568 -6.160 3.089 0.00
H 1.296 -6.336 2.598 0.00
H 4.303 -9.021 0.245 0.00
H 6.108 -1.085 -1.712 0.00
H -2.594 -3.952 4.955 0.00
H 5.625 -3.356 -0.576 0.00
H -5.627 -3.500 -0.102 0.00
H -1.314 -2.132 3.830 0.00
H 0.544 5.104 1.084 0.00
H 3.241 -4.705 1.777 0.00
H -0.856 -1.976 -2.089 0.00
H 0.168 -3.981 -3.093 0.00
H 1.929 1.740 -2.172 0.00
H 0.348 -5.460 1.415 0.00
H -6.499 -0.865 3.158 0.00
H 0.528 -3.131 3.258 0.00
H 1.344 -7.564 0.531 0.00
H 2.601 -2.632 1.286 0.00
H 4.928 0.310 0.009 0.00
H 6.025 -9.396 -0.044 0.00
H -3.494 -2.948 2.857 0.00
H -1.746 -6.326 4.842 0.00
H -2.589 -4.108 1.898 0.00
H 5.816 -5.073 1.179 0.00
H -1.099 4.163 2.676 0.00
H -3.629 -5.009 4.021 0.00
H 2.558 -3.836 -3.577 0.00
H 5.111 -6.424 -3.500 0.00
H 2.386 5.661 -0.496 0.00
H -4.462 0.454 2.620 0.00
H 2.619 -5.113 -0.806 0.00
H -2.573 3.265 2.263 0.00
H 5.371 -9.430 1.608 0.00
H 0.967 -5.622 -1.051 0.00
H -3.583 -2.168 -0.610 0.00
H 2.298 -6.678 -1.566 0.00
H 3.087 3.951 -2.180 0.00
H 2.953 -6.950 0.869 0.00
H -7.080 -2.842 1.788 0.00
```

Properties
Energy above the lowest of the compared OMol25 structures with the same formula, charge and spin in kcal/mol: 8.9
Expectation value of S²: 3.760
2S+1: 4
HOMO-LUMO gap (alpha / beta) in eV: 6.1 / 6.1
Charge: -1

# 7
H5N5O | ωB97M-V/def2-TZVPD

Structure (XYZ):
```
11
Properties=species:S:1:pos:R:3:nbo_charge:R:1
O -1.449 1.833 0.515 -0.50
N 1.784 -0.053 -0.517 -0.66
N -1.073 -1.532 -0.303 -0.63
N 0.611 0.659 -0.239 -0.26
N -0.228 -0.019 0.409 0.06
N -1.377 0.507 0.763 0.10
H -0.365 -2.172 0.066 0.34
H -0.631 2.076 0.021 0.48
H 2.249 0.422 -1.283 0.37
H 2.390 -0.071 0.300 0.35
H -1.911 -1.649 0.269 0.35
```

Properties
Energy above the lowest of the compared OMol25 structures with the same formula, charge and spin in kcal/mol: 59.6
2S+1: 1
HOMO-LUMO gap (alpha / beta) in eV: 7.5 / 7.9

# 8
C5H11NO | ωB97M-V/def2-TZVPD

Structure (XYZ):
```
18
Properties=species:S:1:pos:R:3:nbo_charge:R:1
O -1.732 -0.898 2.788 -0.91
N 1.086 0.782 0.782 -0.40
C 0.353 -0.615 -0.860 -0.45
C -0.722 1.644 -0.395 -0.44
C 0.190 0.662 -0.244 0.12
C 2.341 0.756 0.517 -0.06
C -0.939 -1.098 -1.582 -0.58
H -0.812 2.341 0.515 0.21
H 1.144 -0.793 -1.519 0.22
H -0.707 -1.996 -1.975 0.20
H 2.960 0.445 -0.334 0.17
H -1.704 -1.177 -0.801 0.21
H -1.253 -0.173 2.918 0.45
H 2.917 1.140 1.402 0.17
H -1.367 -0.398 -2.204 0.21
H 0.510 -1.376 -0.063 0.21
H -1.287 2.120 -1.280 0.23
H -0.978 -1.365 2.337 0.46
```

Properties
Energy above the lowest of the compared OMol25 structures with the same formula, charge and spin in kcal/mol: 93.1
2S+1: 1
HOMO-LUMO gap in eV: 9.7
SMILES: C=NC(=C)CC.O